(1)
Molecular formula: C42H65BCl2FIN5O29S2
Method: DFT, ωB97M-V/def2-TZVPD

Geometry (Å):
C  -3.103  -0.249  2.709
C  -3.034  -1.082  1.419
Cl  -2.966  -2.798  1.926
C  -1.785  -0.595  0.612
Cl  -0.552  -1.855  0.299
N  -2.079  0.031  -0.672
C  -3.334  0.305  -1.141
N  -4.124  -0.585  -1.664
S  -5.686  -0.193  -2.309
B  -3.745  -2.078  -1.863
N  -3.022  -2.446  -3.031
O  -4.090  -2.987  -0.930
N  -3.578  1.690  -1.118
C  -3.813  2.156  0.267
C  -4.843  3.309  0.414
C  -5.489  3.824  -0.876
C  -6.866  3.217  -1.083
O  -7.468  3.656  -2.311
C  -7.106  2.878  -3.360
O  -7.773  1.978  -3.772
C  -2.333  2.129  -1.815
S  -2.157  3.901  -1.389
C  -2.718  2.031  -3.340
C  -2.724  3.313  -4.160
O  -3.741  3.855  -4.431
I  -0.928  4.175  -4.992
C  -1.182  1.070  -1.293
C  -0.176  1.792  -0.375
C  0.928  1.026  0.351
F  1.736  0.291  -0.508
C  -0.485  0.281  -2.425
C  0.325  1.034  -3.477
O  -0.198  0.662  -4.740
C  1.834  0.712  -3.428
N  2.471  1.101  -4.698
H  -4.128  -0.128  3.046
H  -2.688  0.746  2.565
H  -2.502  -0.726  3.478
H  -3.974  -1.011  0.882
H  -1.310  0.130  1.260
H  -6.335  -0.001  -1.151
H  -3.550  -3.046  -3.657
H  -2.720  -1.647  -3.577
H  -4.950  -2.831  -0.520
H  -2.890  2.450  0.765
H  -4.186  1.298  0.829
H  -4.358  4.126  0.942
H  -5.643  2.950  1.063
H  -4.867  3.706  -1.761
H  -5.653  4.898  -0.771
H  -7.531  3.575  -0.299
H  -6.834  2.128  -1.052
H  -6.139  3.133  -3.815
H  -0.888  4.104  -1.757
H  -3.770  1.754  -3.396
H  -2.154  1.285  -3.896
H  -0.730  2.286  0.426
H  0.313  2.541  -0.997
H  0.581  0.370  1.144
H  1.563  1.770  0.838
H  0.097  -0.518  -1.978
H  -1.292  -0.195  -2.982
H  0.252  2.115  -3.306
H  0.057  1.339  -5.378
H  1.995  -0.340  -3.201
H  2.267  1.321  -2.634
H  3.074  1.897  -4.547
H  3.052  0.348  -5.038
C  2.892  -3.012  2.858
C  3.603  -2.082  3.819
O  2.768  -0.910  3.774
C  1.537  -1.287  3.390
O  0.574  -0.577  3.394
O  1.532  -2.564  2.971
H  2.967  -4.062  3.123
H  3.223  -2.879  1.827
H  3.619  -2.461  4.841
H  4.619  -1.852  3.514
C  1.470  -3.806  -1.864
C  2.165  -3.723  -3.207
O  3.352  -2.978  -2.864
C  3.600  -3.139  -1.547
O  4.588  -2.781  -0.989
O  2.559  -3.749  -0.935
H  0.896  -4.719  -1.725
H  0.825  -2.946  -1.691
H  2.453  -4.694  -3.597
H  1.592  -3.196  -3.958
C  8.059  -0.264  1.275
C  7.182  -1.437  1.666
O  6.969  -1.206  3.069
C  7.139  0.121  3.307
O  6.867  0.654  4.333
O  7.651  0.737  2.224
H  7.890  0.079  0.266
H  9.119  -0.466  1.411
H  6.217  -1.432  1.154
H  7.661  -2.400  1.511
C  -0.953  1.512  6.517
C  -2.057  1.859  7.492
O  -3.067  2.418  6.622
C  -2.864  1.937  5.388
O  -3.617  2.058  4.467
O  -1.692  1.280  5.305
H  -0.389  0.628  6.795
H  -0.261  2.339  6.355
H  -2.475  0.980  7.983
H  -1.766  2.577  8.242
C  -5.771  -7.190  0.236
C  -5.694  -5.688  0.431
O  -7.071  -5.310  0.457
C  -7.805  -6.396  0.830
O  -8.955  -6.365  1.103
O  -7.027  -7.504  0.842
H  -4.965  -7.732  0.723
H  -5.808  -7.473  -0.817
H  -5.234  -5.418  1.384
H  -5.175  -5.177  -0.375
C  1.577  -1.625  -7.765
C  1.332  -2.693  -8.814
O  1.832  -3.872  -8.170
C  1.798  -3.677  -6.839
O  1.988  -4.512  -6.015
O  1.513  -2.382  -6.550
H  0.829  -0.838  -7.759
H  2.569  -1.179  -7.848
H  0.272  -2.835  -9.027
H  1.863  -2.517  -9.745
C  9.591  3.167  -3.007
C  9.367  1.961  -3.899
O  9.821  0.886  -3.072
C  9.740  1.279  -1.781
O  9.891  0.562  -0.845
O  9.466  2.600  -1.699
H  8.856  3.955  -3.149
H  10.592  3.586  -3.113
H  8.313  1.803  -4.132
H  9.937  1.993  -4.824
C  1.675  4.313  11.103
C  2.260  4.332  9.704
O  1.779  3.095  9.161
C  0.671  2.736  9.842
O  -0.054  1.845  9.526
O  0.493  3.520  10.922
H  1.415  5.298  11.479
H  2.324  3.812  11.822
H  1.872  5.153  9.100
H  3.346  4.357  9.686

Results
Max |F|: 1.4 eV Å⁻¹
E: -169641.39389 eV
M: 1395.7 g mol⁻¹
Net charge: +1
Orbital gap: 0.3015 Eh


(2)
Molecular formula: C18H26N2O2
Method: DFT, ωB97M-V/def2-TZVPD

Geometry (Å):
C  3.995  3.128  -0.335
C  3.933  2.334  0.965
C  3.814  0.826  0.744
C  5.062  0.213  0.111
C  5.056  -1.315  0.124
C  3.939  -1.917  -0.733
C  2.612  -1.927  0.011
O  2.527  -2.189  1.188
N  1.543  -1.644  -0.795
C  0.185  -1.588  -0.469
C  -0.302  -1.840  0.810
C  -1.659  -1.765  1.055
C  -2.552  -1.416  0.048
C  -4.015  -1.391  0.349
O  -4.587  -2.337  0.863
N  -4.677  -0.265  0.004
C  -4.104  1.011  -0.371
C  -5.088  2.027  0.206
C  -6.429  1.318  0.020
C  -6.093  -0.140  0.322
C  -2.064  -1.176  -1.232
C  -0.711  -1.264  -1.488
H  3.129  2.907  -0.957
H  4.894  2.888  -0.897
H  4.002  4.195  -0.127
H  3.068  2.669  1.542
H  4.826  2.542  1.559
H  3.637  0.341  1.706
H  2.942  0.631  0.116
H  5.939  0.556  0.665
H  5.166  0.560  -0.920
H  6.020  -1.672  -0.246
H  4.930  -1.674  1.147
H  4.178  -2.962  -0.948
H  3.860  -1.383  -1.681
H  1.741  -1.458  -1.768
H  0.384  -2.100  1.599
H  -2.041  -1.979  2.042
H  -4.065  1.105  -1.464
H  -3.092  1.118  0.024
H  -4.887  2.177  1.268
H  -5.040  2.988  -0.301
H  -6.764  1.423  -1.013
H  -7.205  1.705  0.677
H  -6.247  -0.389  1.378
H  -6.674  -0.847  -0.274
H  -2.746  -0.941  -2.036
H  -0.341  -1.086  -2.489

Results
Max |F|: 0.5 eV Å⁻¹
SMILES string: CCCCCCC(=O)Nc1ccc(C(=O)N2CCCC2)cc1
E: -26164.62848 eV
M: 302.4 g mol⁻¹
Orbital gap: 0.3352 Eh


(3)
Molecular formula: C5H6Cl2Cr2O4
Method: DFT, ωB97M-V/def2-TZVPD

Geometry (Å):
Cr  1.111  -1.432  -2.616
Cr  -0.364  -0.580  -0.099
Cl  0.690  0.768  -1.772
Cl  1.583  -1.954  -0.328
C  -1.122  -1.717  1.143
C  0.667  -0.945  -4.341
C  1.399  -3.173  -3.161
O  -1.595  -2.433  1.908
O  0.378  -0.640  -5.411
O  1.568  -4.260  -3.493
C  -0.328  2.527  2.588
C  -0.494  1.146  1.965
O  -0.281  1.208  0.579
H  0.695  2.912  2.391
H  -0.488  2.465  3.685
H  -1.071  3.232  2.158
H  0.254  0.460  2.416
H  -1.516  0.763  2.188
H  -1.086  1.651  0.199

Results
2S+1: 7
Max |F|: 10.1 eV Å⁻¹
E: -95302.90530 eV
M: 305.0 g mol⁻¹
Net charge: +4
<S²>: 12.353
Orbital gap (alpha / beta): 0.1796 / 0.2286 Eh


(4)
Molecular formula: C6H16
Method: DFT, ωB97M-V/def2-TZVPD

Geometry (Å):
C  2.021  1.115  0.235
C  2.125  1.224  -1.314
C  2.352  -0.134  -1.907
H  2.215  2.160  0.701
H  2.872  0.499  0.551
H  1.112  0.578  0.531
H  1.068  1.775  -1.550
H  2.993  1.678  -1.506
H  3.265  -0.687  -1.630
H  1.400  -0.766  -1.600
H  2.386  0.015  -2.921
C  -2.633  0.190  0.285
C  -2.612  -0.701  1.513
C  -1.442  -1.612  1.212
H  -3.370  1.076  0.409
H  -1.610  0.734  0.165
H  -2.964  -0.375  -0.561
H  -2.513  -0.172  2.374
H  -3.373  -1.353  1.695
H  -0.581  -0.960  0.929
H  -1.032  -2.166  2.109
H  -1.678  -2.119  0.278

Results
Max |F|: 5.6 eV Å⁻¹
SMILES string: CCC.CCC
E: -6479.54762 eV
M: 88.2 g mol⁻¹
Orbital gap: 0.4477 Eh


(5)
Molecular formula: C4H11NS
Method: DFT, ωB97M-V/def2-TZVPD

Geometry (Å):
C  1.989  0.894  0.007
C  0.995  1.598  -0.557
N  -0.091  2.105  0.175
H  2.021  0.526  1.014
H  2.844  0.668  -0.629
H  1.029  2.003  -1.579
H  -0.295  1.828  1.137
H  -0.819  2.612  -0.319
C  -0.894  -1.208  1.477
S  -1.126  -2.523  0.155
C  -0.799  -1.545  -1.387
H  -1.411  -0.279  1.388
H  0.192  -0.965  1.636
H  -1.193  -1.742  2.370
H  -1.020  -2.091  -2.233
H  -1.591  -0.838  -1.236
H  0.170  -1.042  -1.420

Results
Max |F|: 3.1 eV Å⁻¹
SMILES string: C=CN.CSC
E: -16650.41865 eV
M: 105.2 g mol⁻¹
Orbital gap: 0.3361 Eh


(6)
Molecular formula: C3H3CoLiO2
Method: DFT, ωB97M-V/def2-TZVPD

Geometry (Å):
O  -3.027  1.332  0.126
Li  -4.637  1.802  -0.100
C  0.184  -0.386  0.092
C  0.534  -1.645  0.465
O  1.326  -0.197  -0.744
C  1.787  -1.515  -0.353
H  0.119  -2.404  1.124
H  1.897  -2.173  -1.229
H  2.747  -1.459  0.183
Co  -1.420  0.766  0.074

Results
2S+1: 5
Max |F|: 3.6 eV Å⁻¹
E: -45075.67235 eV
M: 136.9 g mol⁻¹
Net charge: +1
<S²>: 6.043
Orbital gap (alpha / beta): 0.3882 / 0.2084 Eh


(7)
Molecular formula: C44H28IrN4
Method: DFT, ωB97M-V/def2-TZVPD

Geometry (Å):
Ir  0.037  0.081  0.185
C  5.407  5.233  -1.300
C  5.763  3.953  -1.691
C  4.873  2.904  -1.544
C  3.605  3.135  -1.013
C  3.247  4.434  -0.644
C  4.146  5.474  -0.777
C  2.615  2.075  -0.789
C  2.942  0.957  -0.023
C  4.242  0.562  0.415
C  4.117  -0.671  0.985
C  2.727  -1.003  0.959
N  2.029  -0.001  0.377
C  2.132  -2.154  1.540
C  0.843  -1.964  2.190
C  0.454  -2.361  3.477
C  -0.863  -1.956  3.646
C  -1.259  -1.333  2.447
C  -2.561  -0.903  2.102
C  -3.687  -1.193  2.994
C  -4.555  -0.163  3.366
C  -5.655  -0.434  4.156
C  -5.882  -1.725  4.609
C  -5.028  -2.752  4.240
C  -3.941  -2.493  3.428
C  -2.865  -0.262  0.896
N  -1.941  0.247  0.024
C  -2.625  0.693  -1.075
C  -2.034  1.335  -2.160
C  -2.740  1.445  -3.444
C  -3.896  2.184  -3.673
C  -4.493  2.155  -4.922
C  -3.962  1.375  -5.938
C  -2.807  0.643  -5.715
C  -2.189  0.692  -4.483
C  -0.703  1.830  -2.103
C  -0.204  2.890  -2.891
C  1.065  3.169  -2.432
C  1.347  2.245  -1.400
N  0.246  1.443  -1.197
C  -4.023  0.440  -0.896
C  -4.176  -0.116  0.335
N  -0.169  -1.273  1.592
C  2.796  -3.416  1.464
C  3.805  -3.614  0.491
C  4.488  -4.805  0.404
C  4.175  -5.856  1.259
C  3.122  -5.718  2.157
C  2.434  -4.529  2.251
H  6.102  6.050  -1.419
H  6.736  3.775  -2.120
H  5.141  1.915  -1.881
H  2.266  4.609  -0.225
H  3.859  6.471  -0.476
H  5.141  1.133  0.310
H  4.887  -1.260  1.441
H  1.077  -2.841  4.206
H  -1.471  -2.070  4.522
H  -4.336  0.848  3.050
H  -6.338  0.359  4.419
H  -6.728  -1.930  5.244
H  -5.213  -3.757  4.583
H  -3.302  -3.291  3.081
H  -4.299  2.811  -2.890
H  -5.374  2.750  -5.105
H  -4.437  1.338  -6.907
H  -2.374  0.036  -6.496
H  -1.287  0.128  -4.299
H  -0.745  3.382  -3.674
H  1.735  3.925  -2.789
H  -4.787  0.682  -1.606
H  -5.091  -0.420  0.803
H  4.011  -2.838  -0.229
H  5.259  -4.923  -0.343
H  4.732  -6.778  1.202
H  2.833  -6.550  2.784
H  1.602  -4.449  2.933

Results
Max |F|: 2.5 eV Å⁻¹
E: -54875.67882 eV
M: 805.0 g mol⁻¹
Net charge: +1
Orbital gap (alpha / beta): 0.1514 / 0.1532 Eh


(8)
Molecular formula: C3H5CaO4
Method: DFT, ωB97M-V/def2-TZVPD

Geometry (Å):
C  1.711  -1.115  -1.385
C  0.560  -0.633  -2.204
O  -0.332  0.202  -1.677
Ca  -1.141  1.136  -0.128
H  1.809  -2.208  -1.453
H  2.660  -0.660  -1.717
H  1.597  -0.855  -0.312
H  -1.064  -0.459  2.512
H  0.270  -1.170  -3.120
O  -1.284  0.255  1.882
C  -1.530  1.516  2.452
O  -1.602  2.356  1.500
O  -1.656  1.635  3.649

Results
2S+1: 2
Max |F|: 2.3 eV Å⁻¹
E: -29821.47129 eV
M: 145.1 g mol⁻¹
<S²>: 0.753
Orbital gap (alpha / beta): 0.1914 / 0.3352 Eh


(9)
Molecular formula: C2H2N2O2S
Method: DFT, ωB97M-V/def2-TZVPD

Geometry (Å):
N  1.979  1.891  -0.348
C  1.237  1.062  -0.095
C  0.269  0.244  0.493
O  0.361  0.738  1.688
S  1.555  0.053  2.839
N  1.640  -1.349  3.021
O  1.780  1.279  3.540
H  -0.608  0.140  -0.145
H  0.689  -0.779  0.384

Results
Max |F|: 7.7 eV Å⁻¹
SMILES string: N#CCOS(#N)=O
E: -20011.05450 eV
M: 118.1 g mol⁻¹
Orbital gap: 0.3469 Eh


(10)
Molecular formula: C33H58ClN4O4P2RuS2Si3
Method: DFT, ωB97M-V/def2-TZVPD

Geometry (Å):
Ru  0.034  -0.445  0.448
Cl  3.144  4.495  5.319
C  2.661  3.258  4.204
C  3.616  2.369  3.694
C  3.259  1.384  2.804
C  1.924  1.234  2.378
O  1.619  0.277  1.535
C  0.982  2.128  2.910
C  -0.394  1.996  2.568
O  -0.901  1.104  1.889
C  1.358  3.136  3.817
H  4.644  2.461  4.020
H  4.000  0.683  2.444
H  -1.066  2.776  2.956
H  0.603  3.802  4.221
C  -0.103  -0.461  4.729
Si  -1.482  -1.053  3.612
C  -2.306  -2.502  4.480
C  -2.866  0.212  3.536
C  -0.838  -1.772  1.952
Si  0.712  -2.906  2.120
C  2.349  -2.291  2.756
C  0.338  -4.321  3.287
C  1.084  -3.693  0.446
Si  -2.264  -2.639  1.061
C  -2.583  -4.419  1.502
C  -3.851  -1.687  1.054
C  -1.756  -2.575  -0.728
C  -2.223  -3.436  -1.711
C  -1.938  -3.190  -3.042
C  -1.236  -2.043  -3.357
C  -0.811  -1.219  -2.339
N  -1.016  -1.487  -1.044
H  -0.370  0.492  5.195
H  0.848  -0.319  4.216
H  0.057  -1.185  5.533
H  -2.585  -2.157  5.481
H  -1.675  -3.381  4.592
H  -3.228  -2.805  3.973
H  -2.563  1.140  4.028
H  -3.736  -0.180  4.069
H  -3.167  0.469  2.524
H  2.267  -1.721  3.683
H  2.886  -1.677  2.041
H  2.941  -3.187  2.967
H  0.468  -4.009  4.327
H  1.070  -5.108  3.077
H  -0.655  -4.750  3.183
H  1.264  -2.970  -0.352
H  0.273  -4.344  0.111
H  1.987  -4.305  0.547
H  -2.748  -4.539  2.574
H  -1.757  -5.073  1.215
H  -3.490  -4.764  0.996
H  -4.288  -1.588  2.050
H  -4.572  -2.208  0.418
H  -3.701  -0.686  0.641
H  -2.813  -4.297  -1.418
H  -2.267  -3.870  -3.818
H  -1.037  -1.763  -4.383
H  -0.278  -0.316  -2.566
C  4.805  0.788  -1.619
N  3.673  1.177  -2.459
C  3.594  0.270  -3.602
N  3.499  -1.135  -3.209
C  4.638  -1.471  -2.356
N  4.736  -0.607  -1.182
C  3.647  -0.831  -0.241
P  2.006  -0.432  -1.010
C  2.424  1.235  -1.716
C  2.224  -1.438  -2.572
H  4.845  1.438  -0.744
H  5.719  0.917  -2.198
H  4.496  0.395  -4.200
H  2.728  0.533  -4.212
H  5.549  -1.357  -2.943
H  4.555  -2.510  -2.034
H  3.775  -0.198  0.628
H  3.647  -1.872  0.084
H  2.498  1.952  -0.898
H  1.609  1.557  -2.364
H  1.420  -1.230  -3.270
H  2.180  -2.500  -2.320
C  -2.190  5.076  -0.525
C  -2.958  4.036  -1.310
C  -4.086  4.606  -2.135
O  -2.014  3.398  -2.237
P  -1.752  1.840  -2.198
S  -3.343  0.766  -2.135
S  -0.487  1.673  -0.572
O  -0.803  1.638  -3.459
C  -0.897  2.272  -4.785
C  -2.321  2.303  -5.299
C  -0.238  3.634  -4.749
H  -2.847  5.540  0.211
H  -1.808  5.851  -1.192
H  -1.347  4.618  -0.005
H  -3.349  3.271  -0.638
H  -3.700  5.336  -2.850
H  -4.807  5.102  -1.483
H  -4.597  3.811  -2.678
H  -0.304  1.603  -5.407
H  -2.929  3.003  -4.723
H  -2.783  1.318  -5.242
H  -2.313  2.629  -6.340
H  -0.838  4.338  -4.175
H  -0.130  4.010  -5.767
H  0.754  3.572  -4.296

Results
Max |F|: 2.9 eV Å⁻¹
E: -128297.27482 eV
M: 921.7 g mol⁻¹
Net charge: +1
Orbital gap (alpha / beta): 0.2179 / 0.2134 Eh


M of number 4 (C6H16)?
88.2 g mol⁻¹